11
Properties=species:S:1:pos:R:3:lowdin_charge:R:1 method="wB97M-V/def2-TZVPD" e_lumo_ev=-0.1 charge=0 homo_energy_ha=-0.3537 orbital_gap_ev=9.52 relative_energy_kcal_mol=151.9 smiles="O=CN1C=NOC=N1" spin_multiplicity=1
C 1.75927 0.19221 0.02804 -0.343
C -0.24346 1.08383 -0.04947 -0.182
C -1.41766 -1.37272 -0.06012 -0.055
H 2.18267 1.35035 0.52731 0.207
H 0.20022 2.05026 -0.04277 0.127
H -1.94144 -2.20294 0.16991 0.096
N 0.53301 0.03102 -0.20036 -0.060
N -1.49721 0.98781 -0.02662 0.071
N -0.10590 -1.30806 0.12847 0.202
O 2.70855 -0.62241 -0.23608 -0.015
O -2.17804 -0.18935 -0.23831 -0.049

=====

92
Properties=species:S:1:pos:R:3:lowdin_charge:R:1 method="wB97M-V/def2-TZVPD" e_lumo_ev=-6.5 charge=+2 s_squared=2.00 homo_energy_ha=-0.4894 orbital_gap_ev=6.81 spin_multiplicity=3
Ba -1.23579 2.05489 -3.21503 2.067
V -1.09840 -1.26456 -2.14992 0.950
O -1.83603 0.03818 -1.18346 -0.408
H -2.25630 0.28058 -0.28126 0.123
O -1.75509 -0.39471 -3.42860 -0.560
H -1.84197 -0.43085 -4.43836 0.111
O -2.32626 -2.70776 -2.10070 -0.251
H -2.02790 -3.44607 -1.51415 0.032
C 4.62834 -4.96404 1.79604 -0.103
O 4.60041 -4.05080 2.93053 -0.137
H 3.78338 -4.80849 1.15580 0.063
H 5.51762 -4.71726 1.07631 0.116
H 4.72061 -5.96346 2.13181 0.066
H 5.30541 -4.27133 3.54229 0.095
C 0.62890 4.84982 1.03492 -0.078
O -0.52527 5.38754 0.28772 -0.150
H 0.35951 4.39020 1.94543 0.073
H 1.14964 4.07533 0.47035 0.035
H 1.31442 5.70609 1.24593 0.111
H -0.77221 6.17402 0.78072 0.084
C -4.07969 4.29676 -4.24557 -0.032
O -3.34369 2.98620 -4.51945 -0.374
H -4.71062 4.41983 -5.10362 0.092
H -4.67916 4.28759 -3.34250 0.079
H -3.33734 5.06599 -4.17149 0.063
H -4.07415 2.30285 -4.51172 0.111
C -1.54694 -2.49946 0.91894 -0.054
O -0.56022 -2.27910 -0.11619 -0.193
H -2.08923 -1.56039 0.92566 0.081
H -2.17704 -3.35367 0.74411 0.054
H -0.97883 -2.74961 1.80992 0.090
H 0.31925 -2.55298 0.14961 0.107
C 1.55207 -2.97748 3.36312 -0.218
O 2.34804 -2.64390 2.30328 -0.099
H 2.02730 -2.94345 4.39187 0.103
H 0.70292 -2.28870 3.43494 0.061
H 1.04157 -3.93897 3.33357 0.068
H 3.09272 -3.22892 2.43328 0.008
C 3.84362 1.71332 -3.30748 -0.149
O 2.90245 0.99338 -2.48403 -0.102
H 4.64599 1.05844 -3.59076 0.063
H 3.29941 2.03853 -4.14896 0.031
H 4.19467 2.60417 -2.70317 0.100
H 2.89718 0.17385 -2.76826 -0.003
C -0.62097 5.97156 -5.14509 -0.072
O -1.13949 4.62563 -5.38287 -0.178
H -1.37303 6.73695 -4.98180 0.095
H 0.07223 5.84664 -4.34462 0.050
H -0.05205 6.25760 -6.01607 0.095
H -1.36825 4.48951 -6.29535 0.079
C -1.37103 -5.58436 6.96027 -0.148
O -2.10339 -5.71809 5.71985 -0.169
H -1.80986 -4.83328 7.59966 0.069
H -1.21552 -6.56274 7.43111 0.082
H -0.42127 -5.16519 6.55906 0.081
H -3.01406 -6.00212 5.98452 0.088
C 2.92596 2.19408 0.47949 -0.148
O 1.80639 2.06132 -0.30312 -0.139
H 3.09643 3.29132 0.63188 0.098
H 2.72937 1.83973 1.39216 0.037
H 3.77094 1.82965 -0.02944 0.078
H 2.10202 1.48338 -1.00812 0.017
C -1.10356 -5.91425 0.36535 -0.157
O -0.14190 -5.69270 1.38048 -0.127
H -1.82323 -5.03476 0.25093 0.057
H -0.59221 -6.21280 -0.60330 0.104
H -1.71050 -6.76454 0.65942 0.080
H -7.40897 -3.20334 -8.19054 0.000
C 1.19475 0.36163 6.52313 -0.089
C 0.70569 0.91494 5.13690 -0.292
O 1.71905 1.18579 4.12198 -0.125
H 0.37014 0.00960 7.12011 0.057
H 1.75490 1.02067 7.22062 0.078
H 1.91426 -0.47673 6.35375 0.070
H 0.21453 1.90813 5.35794 0.114
H -0.07335 0.24738 4.65041 0.107
H 2.16129 0.33049 3.91251 0.081
O -3.29482 3.88370 -0.76830 -0.080
H -3.80195 4.51184 -1.28716 0.019
H -2.56117 4.42240 -0.35056 0.048
O 0.56022 4.54121 -2.46850 -0.110
H 0.56934 4.60464 -1.51058 0.006
H -0.15697 5.11405 -2.84095 0.026
O 0.43323 -1.38082 -2.15556 -0.255
H 5.35789 2.81250 -4.65863 0.159
H -0.32193 -6.27250 2.13604 0.092
O -4.87455 -1.48268 -0.85150 -0.063
H -4.65218 -2.41093 -1.00179 0.026
H -5.54392 -1.52232 -0.15675 0.045
O 0.53781 1.15133 -5.18810 -0.152
H 0.36691 1.54036 -6.05079 0.068
H 0.56349 0.18446 -5.23959 0.067

=====

12
Properties=species:S:1:pos:R:3:lowdin_charge:R:1 method="wB97M-V/def2-TZVPD" e_lumo_ev=0.0 charge=0 homo_energy_ha=-0.3249 orbital_gap_ev=8.80 relative_energy_kcal_mol=36.1 spin_multiplicity=1
C -0.32014 0.26586 1.02331 -0.996
C 0.41888 0.57456 -1.30505 -0.303
H -0.28137 -2.73709 0.74837 -0.123
H -1.99831 -0.61583 1.36767 0.070
H 1.32796 1.17059 0.50643 0.127
H -0.58907 0.35313 -1.63930 0.101
H 2.11681 1.11837 -1.61137 0.039
N -1.26861 -0.58173 0.67078 -0.397
N 0.59573 0.58804 0.08310 0.000
N 1.31130 0.86602 -2.17977 0.102
S -0.99738 -2.06097 -0.18167 0.787
S -0.31580 1.05904 2.51750 0.593

=====

27
Properties=species:S:1:pos:R:3:lowdin_charge:R:1 method="wB97M-V/def2-TZVPD" e_lumo_ev="-3.7 / -7.4" charge=+1 s_squared=0.77 homo_energy_ha="-0.5122 / -0.5160" orbital_gap_ev="10.22 / 6.63" relative_energy_kcal_mol=7.9 spin_multiplicity=2
C 2.17261 1.11261 -0.54556 -0.338
C 3.56001 0.84601 0.02190 -0.126
C 1.86942 2.60870 -0.67531 -0.106
H 2.06751 0.56351 -1.48522 0.087
H 1.45145 0.61413 0.11563 0.083
H 3.70640 1.05038 1.07681 0.074
H 1.97325 3.01631 0.31826 0.068
H 2.56408 3.07884 -1.35181 0.076
H 4.32471 1.42147 -0.50671 0.077
H 3.88728 -0.16473 -0.18524 0.062
H 0.79603 2.76454 -0.81664 0.064
C -2.79861 -0.85835 2.45305 -0.011
C -0.99935 -1.15094 -1.38285 -0.258
C -1.95917 -0.13310 -1.13664 0.060
C -0.70479 -2.12440 -0.39056 0.050
C -2.52100 0.01994 0.08520 0.025
C -1.31636 -1.99042 0.81088 0.028
C -2.21965 -0.91130 1.10166 -0.169
O -0.42148 -1.12495 -2.54274 0.196
H -2.22175 0.53888 -1.94673 0.148
H 0.10541 -1.92077 -2.75546 0.172
H 0.03040 -2.90995 -0.53567 0.143
H -3.28522 0.77282 0.20624 0.141
H -1.11362 -2.68572 1.59347 0.128
H -2.19517 -1.36488 3.20202 0.098
H -3.83057 -1.21969 2.41238 0.122
H -2.92182 0.15103 2.85966 0.108

=====

6
Properties=species:S:1:pos:R:3:lowdin_charge:R:1 method="wB97M-V/def2-TZVPD" e_lumo_ev="-1.2 / -1.2" charge=0 homo_energy_ha="-0.3367 / -0.3296" orbital_gap_ev="7.93 / 7.79" relative_energy_kcal_mol=67.9 spin_multiplicity=1
C 1.27712 -0.32772 -0.23008 -0.778
O 1.95538 0.62614 -0.13208 0.016
P -1.70264 -0.06448 0.21555 0.612
Cl 1.66660 -1.98947 -0.27464 0.632
H -2.26458 1.06260 -0.57643 -0.187
H -0.93187 0.69293 0.99769 -0.296

=====

32
Properties=species:S:1:pos:R:3:lowdin_charge:R:1 method="wB97M-V/def2-TZVPD" e_lumo_ev="-9.7 / -9.7" charge=+2 homo_energy_ha="-0.6813 / -0.6813" orbital_gap_ev="8.84 / 8.84" relative_energy_kcal_mol=59.1 spin_multiplicity=1
C -0.22953 0.18989 -0.09221 0.024
C 1.17668 1.11185 1.48647 0.051
C -0.72678 2.43352 0.62558 0.033
C 1.07289 2.07397 -0.76479 0.026
C 1.21700 -1.84022 -0.16357 -0.027
C -1.29194 -1.86562 0.02595 -0.063
C 1.58878 -1.81669 -1.63260 -0.086
C -1.75296 -1.68384 1.49889 -0.040
N -0.08632 -1.09924 -0.07839 -0.004
N -1.52493 0.75760 -1.32886 0.015
N 0.34276 1.47154 0.32213 -0.302
F 1.67612 -0.45789 -2.03994 -0.054
F -1.66297 -0.31049 1.75319 -0.038
F -2.74442 0.63508 -0.77331 0.069
F -1.42452 -0.10263 -2.31071 0.089
H 1.14307 1.87247 2.27586 0.140
H 1.03759 0.18236 1.98173 0.099
H 2.23141 1.03689 1.06808 0.146
H -0.26754 3.29469 1.13077 0.150
H -1.13792 2.77116 -0.32706 0.118
H -1.48581 1.98590 1.24325 0.114
H 2.01968 1.66690 -0.87402 0.089
H 0.38615 1.88570 -1.72701 0.170
H 0.96791 3.16398 -0.71371 0.139
H 2.06321 -1.44090 0.49340 0.167
H 1.09717 -2.85396 0.21857 0.149
H -2.02061 -1.67567 -0.73714 0.129
H -1.11611 -2.90885 -0.15193 0.150
H 0.81632 -2.14081 -2.32507 0.140
H 2.48883 -2.30346 -1.89346 0.134
H -1.07655 -2.10732 2.19932 0.133
H -2.77662 -1.92591 1.61060 0.140

=====

| no. | total energy (eV) |
| --- | --- |
| 1 | -11719.3697 |
| 2 | -78663.3325 |
| 3 | -28295.1040 |
| 4 | -12668.8345 |
| 5 | -24924.6361 |
| 6 | -23886.0268 |